{"formula": "C37H42FN5O6SiY", "method": "the ωB97M-V functional and the def2-TZVPD basis", "elements": ["Y", "C", "N", "C", "C", "C", "N", "C", "C", "C", "C", "C", "C", "C", "O", "C", "C", "C", "N", "C", "C", "C", "C", "C", "C", "C", "O", "H", "H", "H", "H", "H", "H", "H", "H", "H", "H", "H", "H", "H", "H", "H", "H", "H", "H", "H", "H", "H", "H", "H", "H", "H", "C", "Si", "C", "C", "N", "C", "C", "C", "C", "C", "C", "F", "H", "H", "H", "H", "H", "H", "H", "H", "H", "H", "H", "H", "H", "O", "C", "O", "C", "C", "C", "C", "C", "C", "N", "O", "O", "H", "H", "H", "H"], "xyz": [[0.970767, -0.101519, -0.500318], [-2.816117, 2.564550, -1.951192], [-2.835926, 1.880047, -0.664428], [-3.698054, 0.699117, -0.724135], [-3.156286, -0.521966, 0.024934], [-2.299574, -1.479537, -0.837079], [-0.958673, -1.685658, -0.293678], [-0.783928, -2.746498, 0.395099], [0.417249, -3.225021, 1.068339], [0.201588, -4.186375, 2.067925], [1.228815, -4.696675, 2.828425], [2.530017, -4.257207, 2.566213], [2.780290, -3.345462, 1.567241], [1.743387, -2.794784, 0.784587], [2.029840, -1.933290, -0.154547], [-3.264683, 2.850608, 0.342225], [-3.188068, 2.425053, 1.800812], [-1.793727, 2.042545, 2.288655], [-0.783820, 3.053648, 2.015634], [0.031597, 2.754114, 1.091439], [1.195733, 3.538357, 0.678694], [1.302219, 4.881489, 1.044400], [2.395957, 5.643105, 0.688019], [3.420324, 5.040256, -0.046766], [3.344176, 3.713831, -0.409020], [2.235476, 2.914677, -0.059035], [2.208640, 1.653849, -0.408216], [-3.807663, 2.970362, -2.218045], [-2.495664, 1.882740, -2.738253], [-2.106947, 3.390615, -1.914676], [-3.798426, 0.419762, -1.776150], [-4.716222, 0.944597, -0.381970], [-3.999760, -1.082468, 0.435735], [-2.557041, -0.204067, 0.876070], [-2.187782, -1.089394, -1.852212], [-2.808520, -2.446862, -0.915555], [-1.648824, -3.404951, 0.550025], [-0.817783, -4.507995, 2.257592], [1.031638, -5.417419, 3.610671], [3.354873, -4.639576, 3.156319], [3.783640, -2.994271, 1.363767], [-4.306802, 3.157983, 0.130386], [-2.640683, 3.738565, 0.219679], [-3.868903, 1.590532, 1.998771], [-3.554255, 3.273118, 2.387184], [-1.495701, 1.085013, 1.855431], [-1.834379, 1.898859, 3.372298], [-0.157012, 1.830139, 0.537447], [0.491425, 5.308652, 1.622687], [2.460128, 6.685167, 0.973373], [4.289899, 5.620555, -0.334820], [4.139094, 3.239574, -0.971140], [2.596911, -2.460921, -4.138332], [0.817939, -2.070463, -3.653346], [-0.296766, -2.173772, -5.189276], [0.282967, -3.515231, -2.586364], [0.675746, -0.528600, -2.882635], [0.718584, 0.597446, -3.672336], [1.098647, 0.681240, -5.030287], [1.104087, 1.879424, -5.730792], [0.739074, 3.074241, -5.128480], [0.354563, 3.046290, -3.791451], [0.347576, 1.843072, -3.138844], [-0.044061, 1.838472, -1.818906], [2.664305, -3.431150, -4.639091], [3.205476, -2.509426, -3.231095], [3.039035, -1.708940, -4.793648], [-0.955901, -3.042138, -5.111772], [0.271310, -2.274502, -6.117322], [-0.923110, -1.283897, -5.283744], [0.519674, -4.426253, -3.145459], [-0.793003, -3.514802, -2.399266], [0.812196, -3.560105, -1.635387], [1.410201, -0.217074, -5.544428], [1.412784, 1.873582, -6.769633], [0.759608, 4.006886, -5.675185], [0.075705, 3.941816, -3.251026], [2.508841, 0.113859, 2.301240], [1.367912, -0.258590, 2.540367], [0.395793, -0.299128, 1.699848], [1.015377, -0.778059, 3.918259], [1.928396, -0.681031, 4.958677], [1.632077, -1.209932, 6.208873], [0.427471, -1.857984, 6.423688], [-0.467585, -1.951317, 5.369525], [-0.198624, -1.416618, 4.124446], [-1.736853, -2.661642, 5.576913], [-2.504870, -2.748376, 4.638362], [-1.954017, -3.133196, 6.679304], [2.873003, -0.192189, 4.758269], [2.344790, -1.128229, 7.019002], [0.174300, -2.292009, 7.379403], [-0.905151, -1.501282, 3.313087]], "atomic_forces_ev_per_a": [[0.204, -0.107, -0.485], [0.040, -0.052, 0.000], [-0.034, 0.020, -0.030], [0.015, -0.053, -0.069], [-0.013, -0.037, 0.026], [-0.004, 0.041, 0.019], [0.077, -0.056, 0.107], [-0.116, 0.043, 0.076], [0.036, 0.006, -0.031], [-0.017, -0.001, -0.014], [0.035, 0.009, 0.000], [-0.051, -0.025, 0.014], [0.040, 0.038, -0.033], [-0.007, -0.068, 0.032], [-0.121, -0.198, 0.016], [-0.035, 0.013, 0.037], [0.036, 0.041, -0.011], [-0.078, -0.044, -0.016], [0.072, 0.048, 0.000], [-0.066, 0.038, 0.001], [0.037, -0.007, -0.022], [-0.027, 0.005, 0.002], [0.025, -0.008, -0.013], [-0.036, 0.023, 0.026], [0.015, -0.036, -0.045], [0.055, 0.087, -0.028], [-0.146, 0.065, 0.060], [0.001, -0.011, -0.007], [0.011, 0.006, 0.002], [-0.011, 0.011, -0.004], [-0.080, 0.001, -0.002], [0.042, 0.024, 0.075], [0.026, -0.037, 0.011], [-0.033, 0.034, 0.010], [0.044, 0.053, 0.023], [-0.003, 0.004, -0.062], [0.007, -0.021, -0.058], [0.001, 0.002, -0.001], [0.004, -0.001, 0.000], [0.008, 0.006, -0.003], [-0.002, 0.004, 0.004], [0.014, 0.035, -0.010], [0.018, -0.018, -0.008], [0.013, -0.010, 0.006], [-0.023, -0.014, 0.005], [0.014, 0.010, 0.011], [-0.011, -0.005, 0.000], [0.066, 0.059, 0.098], [-0.003, -0.001, 0.000], [0.000, 0.002, 0.000], [0.000, -0.001, -0.002], [-0.004, 0.000, 0.001], [-0.008, -0.008, 0.026], [0.018, -0.072, -0.073], [0.018, 0.006, -0.008], [0.008, 0.024, 0.038], [0.072, 0.084, 0.207], [-0.090, 0.011, 0.047], [0.028, 0.022, 0.010], [0.001, 0.012, 0.013], [-0.005, -0.027, -0.008], [0.019, 0.017, -0.030], [0.107, -0.001, 0.016], [-0.202, -0.101, 0.004], [-0.008, 0.005, -0.006], [0.003, 0.002, -0.003], [0.001, 0.028, -0.008], [0.007, -0.009, -0.002], [-0.003, 0.008, -0.005], [-0.001, -0.006, 0.003], [-0.009, 0.002, -0.022], [0.018, 0.007, 0.016], [-0.005, -0.008, -0.028], [0.018, -0.019, 0.001], [0.000, 0.001, 0.001], [0.001, 0.005, 0.005], [-0.001, -0.003, 0.008], [0.015, -0.001, 0.068], [-0.114, -0.004, 0.024], [0.047, 0.174, 0.011], [0.014, -0.080, -0.012], [0.004, -0.011, 0.002], [0.017, 0.015, -0.015], [-0.064, -0.045, 0.029], [0.128, 0.059, -0.008], [-0.052, 0.006, -0.021], [-0.055, -0.046, 0.017], [0.018, 0.007, 0.002], [0.012, 0.018, -0.008], [0.001, -0.001, 0.002], [0.007, 0.006, -0.004], [0.005, 0.003, -0.001], [-0.003, 0.003, 0.002]], "lowdin_charge": [1.592, -0.106, -0.198, -0.204, -0.140, -0.202, -0.034, -0.122, -0.153, -0.062, -0.108, -0.087, -0.009, -0.372, -0.211, -0.227, -0.172, -0.241, 0.074, -0.135, -0.132, -0.054, -0.122, -0.109, -0.021, -0.351, -0.232, 0.090, 0.082, 0.078, 0.108, 0.117, 0.109, 0.085, 0.105, 0.107, 0.132, 0.109, 0.092, 0.098, 0.118, 0.116, 0.114, 0.105, 0.109, 0.065, 0.114, 0.064, 0.102, 0.085, 0.092, 0.108, -0.175, 0.385, -0.180, -0.170, -0.153, -0.335, -0.059, -0.109, -0.117, -0.030, -0.228, -0.036, 0.024, 0.027, 0.016, 0.017, 0.022, 0.023, 0.035, 0.021, 0.009, 0.075, 0.095, 0.090, 0.117, 0.056, -0.598, -0.180, -0.093, 0.005, -0.059, -0.010, -0.140, 0.059, -0.352, 0.066, 0.056, 0.121, 0.102, 0.112, 0.121], "orbital_gap_ev": 6.70, "relative_energy_kj_mol": 53.1, "e_tot_ev": -70431.1670, "e_homo_ha": -0.1831, "max_force_ha_per_bohr": 0.0104, "e_lumo_ev": 1.7, "total_charge": -1}